(1)
Computed, not measured: 2 unconnected molecules or ions with the total composition C3H6Cl2Si, with ωB97M-V/def2-TZVPD.

Last column: natural (NBO) charge in e.
Positions of all 12 atoms, in Å:
C (2.14971, 0.08655, -0.74937)  -0.300
C (1.19460, 0.45439, 0.10230)  -0.729
C (-1.91669, 0.17995, -0.20332)  -0.697
Si (-0.33265, -0.33143, 0.84095)  1.269
Cl (-2.50510, 1.71249, 0.49088)  -0.026
Cl (-3.18985, -0.99227, -0.22372)  0.030
H (2.95656, 0.71310, -0.84082)  0.202
H (1.94892, -0.83467, -1.37147)  0.216
H (1.50757, 1.33607, 0.86793)  0.215
H (-1.55762, 0.44611, -1.26896)  0.256
H (-0.49809, -0.24911, 2.26204)  -0.169
H (0.24264, -2.52117, 0.09356)  -0.268

Calculated values
- HOMO energy (eV) = -9.04
- ΔE to the lowest compared entry with this formula, charge and spin (kJ/mol) = 660.84
- total charge = 0
- frontier orbital gap (eV) = 8.9

***

(2)
Computed, not measured: 2 unconnected molecules or ions with the total composition C5H10O4, with ωB97M-V/def2-TZVPD.

Last column: natural (NBO) charge in e.
Positions of all 19 atoms, in Å:
C (0.59205, -0.58876, -1.92909)  -0.733
C (-0.15183, 0.08715, -0.80774)  0.601
O (-1.36817, -0.01699, -0.75121)  -0.580
C (0.46221, 1.65020, -0.33543)  -0.179
O (0.21152, 2.61724, -1.34004)  -0.690
H (1.63855, -0.72380, -1.65368)  0.231
H (0.51778, 0.02957, -2.82557)  0.237
H (0.10638, -1.53026, -2.19630)  0.247
H (1.53102, 1.40182, -0.35976)  0.148
H (0.37164, 2.27536, 0.55632)  0.224
H (0.52478, 2.19365, -2.15994)  0.457
C (-0.90268, -1.87561, 1.45081)  -0.262
O (0.17203, -0.93236, 1.30486)  -0.570
C (-0.00303, 0.35079, 1.99008)  0.658
O (0.87791, 0.85773, 2.63913)  -0.515
H (-0.86078, -2.51721, 0.56899)  0.203
H (-0.75425, -2.44932, 2.36677)  0.191
H (-1.88805, -1.40491, 1.46059)  0.193
H (-1.07707, 0.57570, 2.02121)  0.139

Calculated values
- HOMO energy (eV) = -9.17
- ΔE to the lowest compared entry with this formula, charge and spin (kJ/mol) = 362.44
- SMILES = CC(=O)CO.COC=O
- total charge = 0
- frontier orbital gap (eV) = 9.8